# 1
The following is a quantum chemistry calculation of a molecular structure, C30H47BBrN9V, from OMol25.

Last column: Mulliken charge in e.
Element x y z (Å)
Br  -2.45  6.55  -0.94  -0.1694
V  -0.62  -0.03  -0.15  0.2412
N  0.37  1.68  0.37  1.2383
N  2.91  -0.26  -0.36  0.1372
N  1.64  1.93  -0.20  -0.3650
N  -0.94  -0.71  1.96  -0.2503
N  1.44  0.42  -2.28  0.1915
N  -0.81  -2.26  -0.30  -0.3669
N  2.15  -1.30  0.07  0.2796
N  0.11  0.10  -2.23  0.3265
N  -2.79  -0.39  -0.05  -0.0554
C  0.10  2.73  1.45  0.8322
C  -0.31  -2.03  2.10  -0.3634
C  -1.33  2.92  0.90  0.6790
C  -1.68  -0.16  -4.09  0.3500
C  -1.82  4.31  0.63  -1.0598
C  -1.92  -1.51  -4.77  -1.4791
C  -0.81  2.82  -1.61  -1.9901
C  2.66  -3.53  1.15  1.8174
C  3.08  -3.70  2.61  -1.5246
C  4.31  -1.64  0.63  -1.0325
C  -2.37  -0.72  2.36  -0.6687
C  1.10  3.78  1.01  -1.5613
C  -2.84  0.26  -3.19  -0.9507
C  -3.25  -0.03  1.31  -0.9903
C  -1.81  4.80  -0.60  -0.2900
C  3.01  -2.16  0.64  0.1081
C  -0.88  2.09  -0.33  2.5796
C  1.87  0.41  -3.54  -0.4064
C  4.20  -0.44  -0.03  -0.7167
C  1.93  3.24  0.11  -0.4820
C  -2.03  -2.50  -1.08  0.8742
C  -3.19  -1.77  -0.43  -1.3911
C  -0.28  -0.04  -3.51  -0.3102
C  -1.29  4.06  -1.74  -0.7079
C  0.81  0.12  -4.36  -1.3552
C  0.24  2.30  2.91  0.5961
C  -0.84  -2.95  1.01  -1.1638
C  1.55  1.55  3.16  -1.4260
C  0.09  3.50  3.83  -1.6930
C  3.31  -4.60  0.26  -1.6548
B  2.34  0.96  -1.11  -0.6354
H  2.89  0.65  -3.77  0.5222
H  0.12  3.19  4.88  0.4474
H  -0.27  -3.87  0.98  0.7298
H  -4.05  -1.76  -1.10  0.5424
H  -1.86  -3.23  1.23  0.5142
H  -2.51  -0.23  3.32  0.6005
H  -2.69  -1.75  2.49  0.4297
H  -1.96  -2.33  -4.04  0.2919
H  5.21  -2.10  1.00  0.5590
H  2.80  3.70  -0.34  0.6583
H  1.15  4.77  1.42  0.5809
H  -0.39  2.34  -2.48  0.3804
H  -2.19  4.90  1.47  0.5205
H  -1.65  0.58  -4.90  0.7934
H  -2.06  2.44  1.55  0.1668
H  4.16  -3.60  2.72  0.3699
H  -1.27  4.55  -2.71  0.5137
H  -1.85  -2.10  -2.08  -1.2178
H  -0.61  1.63  3.13  0.3250
H  4.39  -4.52  0.30  0.3454
H  -0.52  -2.47  3.09  0.5711
H  -3.23  0.26  -0.70  0.3667
H  -3.17  1.05  1.40  0.2251
H  0.81  0.08  -5.44  0.5755
H  2.79  -4.69  2.97  0.4033
H  3.03  -5.60  0.61  0.4521
H  -2.58  1.12  -2.58  0.0202
H  0.76  -1.89  2.01  -0.2391
H  0.02  -2.52  -0.82  0.4139
H  -2.87  -1.49  -5.30  0.4057
H  0.91  4.21  3.68  0.4334
H  1.57  1.13  4.16  0.4671
H  3.26  1.56  -1.60  -0.1361
H  4.94  0.30  -0.30  0.5191
H  1.59  -3.66  1.09  -0.8207
H  3.00  -4.49  -0.78  0.3859
H  -2.27  -3.57  -1.19  0.7040
H  -3.52  -2.29  0.46  0.4417
H  -0.85  4.03  3.67  0.3204
H  2.61  -2.95  3.25  0.3128
H  -4.30  -0.30  1.47  0.6429
H  1.71  0.74  2.43  0.0191
H  2.39  2.24  3.06  0.3893
H  -3.69  0.52  -3.81  0.5721
H  -0.43  -0.06  2.55  -0.1675
H  -3.16  -0.57  -2.56  0.0352
H  -1.13  -1.74  -5.48  0.4223

Properties
Net charge: +1
⟨S²⟩: 2.093
HOMO (alpha / beta): -9.807 / -9.824 eV
Frontier orbital gap (alpha / beta): 0.26914 / 0.28291 hartree
Calculated total energy: -5206.87547 a.u.
2S+1: 3
ΔE to the lowest compared entry with this formula, charge and spin: 0.0 kJ/mol

# 2
The following is a quantum chemistry calculation of a molecular structure, C4H16Br2CdN8O4 at a distorted geometry, from OMol25.

Last column: Mulliken charge in e.
Element x y z (Å)
Cd  0.13  0.31  0.01  0.8756
Br  2.19  2.19  3.36  -0.4332
Br  -1.62  -1.42  -3.61  -0.4662
O  2.90  -3.16  -0.20  -0.6941
O  2.76  3.15  -2.46  -0.6575
O  -2.39  -2.45  2.62  -0.6493
O  -3.28  3.07  0.37  -0.6803
N  -5.34  3.11  1.13  -0.3494
N  -3.08  -3.78  4.28  -0.4008
N  4.21  -4.39  -1.43  -0.3740
N  3.23  5.35  -2.79  -0.4237
N  -3.06  -4.47  2.26  -0.3585
N  4.40  -4.48  0.78  -0.4309
N  -4.81  4.49  -0.44  -0.4003
N  4.49  3.80  -3.63  -0.3836
C  -4.44  3.51  0.32  0.6134
C  3.42  4.05  -2.97  0.6518
C  3.76  -4.05  -0.29  0.6875
C  -2.83  -3.50  3.00  0.6278
H  -3.72  -5.14  2.63  0.1885
H  5.00  -5.28  0.65  0.1887
H  2.67  5.54  -1.97  0.2285
H  -2.95  -3.09  5.01  0.2056
H  3.73  -4.05  -2.25  0.2292
H  -4.29  4.69  -1.28  0.2541
H  -5.09  2.39  1.80  0.2330
H  5.11  4.59  -3.76  0.1712
H  5.00  -5.01  -1.51  0.1613
H  4.10  -3.93  1.57  0.2400
H  -3.44  -4.68  4.56  0.1470
H  4.47  2.92  -4.12  0.2338
H  3.73  6.04  -3.33  0.1865
H  -6.26  3.46  0.93  0.1511
H  -5.82  4.53  -0.53  0.1840
H  -2.83  -4.35  1.28  0.2434

Properties
Net charge: 0
HOMO: -7.939 eV
Frontier orbital gap: 0.11520 hartree
Calculated total energy: -6216.67452 a.u.
ΔE to the lowest compared entry with this formula, charge and spin: 1046.0 kJ/mol

# 3
The following is a quantum chemistry calculation of 7 unconnected molecules or ions with the total composition C36H84N4O6S3 at a distorted geometry, from OMol25.

Last column: Mulliken charge in e.
Element x y z (Å)
S  0.23  -2.33  -6.51  1.0113
S  0.31  0.95  0.19  0.6192
S  -3.79  1.37  1.29  1.0365
O  -0.26  -2.91  -7.72  -0.7602
O  -2.75  1.90  0.44  -0.4222
O  -0.60  -2.23  -5.34  -0.4424
O  0.67  2.31  0.50  -0.8397
O  -4.93  2.18  1.64  -0.7754
O  -0.41  0.17  1.18  0.1516
N  4.14  -1.07  2.25  0.7204
N  -0.14  -3.92  -1.00  1.1836
N  -2.95  3.94  -3.68  -0.0027
N  -0.36  2.42  5.88  0.1205
C  -1.05  -4.72  -0.17  -0.6509
C  -3.29  -1.20  1.31  0.5936
C  1.17  -4.55  -1.09  -0.9849
C  -0.51  0.85  -1.43  0.6220
C  0.03  0.38  7.34  -0.8712
C  4.62  -3.35  1.52  -1.1449
C  1.74  0.02  -0.33  0.7153
C  2.06  -0.62  -5.84  0.1190
C  1.21  1.88  4.03  -0.3142
C  -4.32  -0.23  0.74  -1.1430
C  1.79  -3.08  -6.01  -0.5854
C  -2.63  5.34  -3.43  -0.2147
C  -1.82  3.27  -4.30  -0.2118
C  4.69  0.15  2.78  -0.1824
C  -0.86  -4.42  1.30  -1.0180
C  -3.00  0.77  2.80  0.6016
C  -1.95  -2.75  -2.26  -1.3739
C  5.05  -2.20  2.41  -0.6770
C  0.59  0.50  -2.43  0.6184
C  0.92  -0.69  -6.84  -0.7239
C  -4.62  3.88  -1.82  -1.6605
C  -1.77  2.59  6.26  -0.3171
C  2.27  -3.58  -1.50  0.4442
C  0.44  1.81  6.92  -0.6913
C  1.96  0.53  -1.73  -1.1796
C  -3.36  3.28  -2.45  -0.1366
C  -0.19  1.82  4.57  0.0145
C  2.78  -1.33  2.70  1.0585
C  -3.11  -0.75  2.77  -1.0564
C  5.64  0.84  1.80  -1.3529
C  -2.40  3.76  5.52  -1.3288
C  2.81  -1.96  -5.94  -0.8102
C  -2.40  6.17  -4.68  -1.4482
C  -2.07  1.82  -4.67  -0.3757
C  2.64  -1.72  4.18  -1.7327
C  -0.69  -3.61  -2.31  0.2433
H  2.73  -0.02  -2.27  0.4125
H  -1.48  6.00  -5.22  0.3489
H  -0.83  2.38  3.88  0.0945
H  -4.37  4.73  -1.19  0.3309
H  0.45  2.46  7.80  0.4604
H  5.36  -4.11  1.28  0.4951
H  -1.19  1.39  -5.17  -0.1813
H  -2.86  -3.32  -2.09  0.5393
H  1.48  1.77  6.61  0.3128
H  1.60  2.90  4.06  0.2188
H  0.57  1.19  -3.28  0.4090
H  -3.49  1.32  3.59  0.5093
H  2.30  1.57  -1.66  0.4570
H  -1.36  -5.15  1.94  0.4575
H  -5.22  -0.39  1.35  0.4561
H  3.74  -3.84  1.95  0.1959
H  -2.07  -4.52  -0.47  0.3837
H  -1.95  1.03  2.69  -1.0519
H  -2.01  4.72  5.83  0.3706
H  2.01  -3.81  -6.80  0.4186
H  -2.20  1.23  -3.76  -0.1770
H  0.03  -3.00  -2.86  -0.5020
H  -1.05  1.78  -1.56  -0.7680
H  3.10  -1.01  4.86  0.2848
H  2.27  -2.77  -0.77  -0.8500
H  1.48  -1.03  -0.32  -0.7427
H  1.42  -4.87  -0.08  0.4369
H  -1.73  5.42  -2.77  0.2454
H  2.75  0.20  -6.05  0.4747
H  -5.10  3.14  -1.18  0.4024
H  2.04  -3.05  -2.43  -0.2931
H  -2.50  3.22  -1.76  0.2534
H  5.10  1.57  1.19  0.2776
H  -1.02  0.32  7.63  0.2920
H  -3.69  -2.21  1.21  0.5908
H  0.20  -4.47  1.57  0.2690
H  -3.63  2.25  -2.70  0.3294
H  6.04  -1.85  2.12  0.5440
H  -3.49  3.77  5.66  0.3711
H  -0.84  -5.79  -0.34  0.3279
H  3.43  -1.93  -6.83  0.3820
H  4.28  -2.93  0.57  0.1625
H  -1.75  2.81  7.33  0.5065
H  0.11  0.01  -6.65  0.1968
H  1.58  -1.83  4.41  0.3831
H  3.25  -4.04  -1.44  0.6495
H  -1.86  -1.95  -1.52  0.0980
H  2.27  -2.11  2.14  -0.1777
H  -2.33  -1.13  0.79  -0.6898
H  -2.46  7.24  -4.43  0.4371
H  6.39  1.44  2.33  0.4109
H  -2.04  -2.27  -3.24  0.4154
H  -3.25  6.06  -5.38  0.3386
H  -1.21  -3.42  1.57  0.0023
H  0.27  -0.32  6.54  0.0748
H  -1.55  3.86  -5.18  0.3692
H  3.09  -2.70  4.37  0.4486
H  -3.93  -1.14  3.38  0.4027
H  -0.85  -4.51  -2.93  0.1656
H  0.58  0.06  8.22  0.4339
H  5.13  -2.47  3.47  0.3790
H  -2.29  3.66  4.44  0.2385
H  1.89  1.21  4.55  0.1130
H  -5.30  4.12  -2.64  0.4125
H  -2.33  1.66  6.11  0.1911
H  1.23  -0.70  -7.88  0.3813
H  -1.19  0.03  -1.24  -0.3593
H  -2.20  -1.22  3.15  0.3358
H  -3.45  5.81  -2.88  0.3651
H  5.21  -0.02  3.75  0.5068
H  -0.56  0.78  4.56  0.0398
H  1.63  -0.41  -4.86  -0.3663
H  3.52  -2.07  -5.12  0.3880
H  1.16  1.60  2.98  -0.1950
H  6.19  0.14  1.19  0.2946
H  -2.97  1.71  -5.27  0.5220
H  -0.92  3.34  -3.64  0.2037
H  2.21  -0.41  2.54  -0.7346
H  2.57  0.23  0.34  -0.0458
H  0.35  -0.48  -2.86  -0.4850
H  3.89  0.86  3.03  -0.0667
H  1.66  -3.68  -5.11  0.2283
H  -4.71  -0.25  -0.28  0.4758
H  1.15  -5.46  -1.71  0.3184

Properties
Net charge: 0
HOMO: -8.034 eV
Frontier orbital gap: 0.30794 hartree
Calculated total energy: -3287.00222 a.u.
SMILES: O=S1(=O)CCCC1.O=S1(=O)CCCC1.O=S1(=O)CCCC1.CCN(CC)CC.CCN(CC)CC.CCN(CC)CC.CCN(CC)CC
ΔE to the lowest compared entry with this formula, charge and spin: 0.0 kJ/mol

- Among the records above, which one has the lowest calculated total energy?
  C4H16Br2CdN8O4

- What is the calculated total energy in the first record?
  -5206.87547 a.u.

- Which formula does entry 1 have?
  C30H47BBrN9V

- Look up the ΔE to the lowest compared entry with this formula, charge and spin of the first one.
  0.0 kJ/mol